Here is C10H13F2NO7P2S3Sr as an isolated structure in a non-equilibrium geometry from OMol25. Energies are from the ωB97M-V functional and the def2-TZVPD basis.

Geometry (Å):
Sr1 0.7599 0.6102 0.7805
S1 0.2307 -2.5959 -2.9681
S2 -0.4663 -2.1418 -0.0489
S3 -3.5629 -1.3232 2.5504
P1 -0.8189 1.6133 3.0698
P2 1.1682 3.3365 1.7061
F1 2.9654 -1.8155 -0.8869
F2 4.1170 -0.4270 0.4391
O1 2.2249 2.0964 2.0775
O2 -1.7263 1.6443 4.2147
O3 0.3153 0.5635 3.0487
O4 0.4366 2.8641 0.4244
O5 1.7286 4.6831 1.7368
O6 -1.5155 1.5418 1.5648
O7 0.0281 3.0527 2.8933
N1 0.3436 -0.2866 -1.7935
C1 2.9789 -0.4430 -0.4898
C2 1.1707 -1.1758 -5.2354
C3 0.7626 -0.1010 -3.0910
C4 -3.0961 -3.0569 2.5316
C5 0.7666 -1.2446 -3.9082
C6 1.5797 1.1855 -4.9450
C7 1.1748 1.1212 -3.6239
C8 0.0509 -1.5413 -1.5513
C9 1.5790 0.0443 -5.7523
C10 -3.6539 -1.0131 4.3258
H1 -3.0117 -1.7225 4.8484
H2 -2.2792 -3.2309 3.2329
H3 1.1740 -2.0630 -5.8575
H4 -0.8646 2.1419 1.0776
H5 1.1802 1.9969 -2.9876
H6 1.9079 2.1334 -5.3549
H7 -3.2650 -0.0120 4.5069
H8 3.4518 0.0371 -1.3710
H9 -3.9264 -3.7264 2.7664
H10 1.5787 1.5177 2.6080
H11 1.9079 0.1092 -6.7827
H12 -2.7253 -3.2726 1.5295
H13 -4.6701 -1.1005 4.7147

Computed properties:
- F_max: 5.85 eV/A
- Total charge: -2
- ΔE to the lowest compared entry with this formula, charge and spin: 46.2 kcal per mole

Here are the natural (NBO) charges for atoms 1 to 5, given in e: atom 1 (Sr): 1.74, atom 2 (S): 0.32, atom 3 (S): -0.41, atom 4 (S): 0.20, atom 5 (P): 2.51